1.
42
Properties=species:S:1:pos:R:3:mulliken_charge:R:1 method="wB97M-V/def2-TZVPD" total_charge=0 smiles="COc1ccc(CNC(=O)CCCc2ccccc2)cc1" lumo_energy_ha=0.025 orbital_gap_ev=9.09 mol_weight_g_mol=283.4 total_energy_ha=-903.75427
C -3.703 -1.475 -3.034 -0.81
O -4.283 -1.248 -1.772 -0.46
C -3.693 -0.348 -0.937 0.90
C -2.539 0.374 -1.226 -0.49
C -2.033 1.262 -0.294 -0.48
C -2.650 1.449 0.934 0.37
C -2.037 2.387 1.941 -1.12
N -0.701 1.950 2.297 -0.17
C 0.413 2.582 1.858 0.54
O 0.387 3.659 1.304 -0.65
C 1.690 1.797 2.104 -0.81
C 1.863 0.772 0.979 -0.28
C 3.120 -0.084 1.169 -1.14
C 3.247 -1.067 0.041 0.42
C 2.620 -2.305 0.107 -0.26
C 2.698 -3.195 -0.949 -0.66
C 3.405 -2.856 -2.090 -0.41
C 4.032 -1.624 -2.168 -0.57
C 3.951 -0.736 -1.110 -0.30
C -3.800 0.722 1.218 -0.60
C -4.320 -0.161 0.295 -0.54
H -4.336 -2.216 -3.519 0.24
H -2.686 -1.872 -2.944 0.33
H -3.685 -0.563 -3.639 0.33
H -2.029 0.256 -2.169 0.38
H -1.139 1.823 -0.527 0.46
H -2.656 2.443 2.842 0.38
H -1.924 3.390 1.520 0.36
H -0.619 1.018 2.673 0.28
H 2.531 2.492 2.100 0.36
H 1.650 1.294 3.072 0.35
H 1.929 1.299 0.025 0.26
H 0.988 0.117 0.935 0.33
H 3.053 -0.616 2.122 0.42
H 3.996 0.565 1.201 0.41
H 2.069 -2.576 0.997 0.36
H 2.207 -4.155 -0.881 0.38
H 3.468 -3.550 -2.915 0.38
H 4.585 -1.354 -3.056 0.37
H 4.442 0.224 -1.175 0.36
H -4.297 0.853 2.169 0.31
H -5.215 -0.726 0.506 0.42

2.
52
Properties=species:S:1:pos:R:3:mulliken_charge:R:1 method="wB97M-V/def2-TZVPD" total_charge=-2 lumo_energy_ha=0.153 orbital_gap_ev=5.28 mol_weight_g_mol=596.5 total_energy_ha=-5997.84668
Li -0.711 1.419 0.621 0.25
Cl 0.347 3.571 0.131 -0.21
C -1.138 3.670 -0.719 1.39
C -1.874 2.495 -0.843 -1.33
C -3.051 2.648 -1.565 0.37
Cl -4.012 1.233 -1.841 -0.25
C -3.518 3.857 -2.070 -0.28
Cl -5.037 3.991 -2.895 -0.23
C -2.755 5.003 -1.880 0.50
Cl -3.318 6.540 -2.438 -0.24
C -1.536 4.901 -1.221 -0.40
Cl -0.568 6.326 -1.011 -0.24
O -1.509 -0.673 2.820 -0.52
B -1.289 0.718 2.578 0.19
O -1.505 1.360 3.846 -0.68
C -1.829 0.422 4.740 0.78
C -2.138 0.538 6.081 -0.91
C -2.448 -0.627 6.776 -0.44
C -2.447 -1.864 6.149 -0.42
C -2.135 -1.988 4.800 -0.90
C -1.829 -0.835 4.102 0.76
H -2.133 1.504 6.568 0.43
H -2.690 -0.559 7.831 0.33
H -2.688 -2.753 6.724 0.33
H -2.122 -2.946 4.298 0.43
C 2.712 -0.871 -4.188 -1.14
Si 1.099 -0.471 -3.190 0.30
C 0.253 0.943 -4.177 -1.06
C 0.037 -2.013 -3.684 -1.15
As 1.485 0.196 -1.052 0.13
Si 2.570 -1.616 -0.206 0.22
C 2.235 -1.858 1.671 -1.05
C 4.515 -1.501 -0.280 -1.18
C 2.297 -3.378 -0.932 -1.23
H 2.566 -1.034 -5.255 0.38
H 3.156 -1.776 -3.781 0.27
H 3.442 -0.076 -4.067 0.28
H 0.209 0.773 -5.251 0.34
H 0.780 1.876 -4.004 0.28
H -0.761 1.078 -3.816 0.23
H 0.018 -2.187 -4.760 0.32
H -0.991 -1.910 -3.345 0.31
H 0.444 -2.906 -3.216 0.29
H 2.390 -0.913 2.187 0.25
H 2.862 -2.607 2.152 0.35
H 1.197 -2.137 1.825 0.23
H 4.847 -0.584 0.203 0.32
H 4.836 -1.447 -1.319 0.30
H 5.039 -2.335 0.186 0.32
H 1.257 -3.671 -0.824 0.29
H 2.912 -4.146 -0.467 0.40
H 2.526 -3.379 -1.995 0.29

3.
60
Properties=species:S:1:pos:R:3:mulliken_spin:R:1 method="wB97M-V/def2-TZVPD" total_charge=+2 spin_multiplicity=3 lumo_energy_ha="-0.324 / -0.325" s2=2.025 orbital_gap_ev="5.88 / 5.85" mol_weight_g_mol=581.0 total_energy_ha=-2926.54946
V -0.356 0.405 0.945 1.08
C -3.541 -0.403 3.768 0.00
C -2.573 0.162 2.802 0.03
N -1.973 -0.491 1.879 -0.03
O -2.211 -1.802 1.745 -0.01
B -1.488 -2.291 0.556 0.00
F -0.104 -1.850 0.709 0.01
F -1.629 -3.600 0.382 0.00
O -1.946 -1.521 -0.669 0.00
N -1.126 -0.472 -0.922 -0.03
C -0.632 -0.550 -2.099 0.05
C -0.829 -1.732 -2.978 0.00
C 0.954 1.403 -1.671 0.08
N 0.788 1.113 -0.459 -0.08
O 1.030 1.894 0.585 -0.01
B -0.135 3.360 0.644 0.00
F -0.935 2.986 -0.400 0.00
F 0.626 4.422 0.493 0.00
O -0.673 3.109 1.937 0.00
N -1.232 1.857 1.956 -0.03
C -2.125 1.584 2.848 0.00
C -2.669 2.559 3.807 0.00
C 1.736 2.545 -2.193 0.02
H -3.772 -1.434 3.520 0.00
H -3.105 -0.363 4.769 0.00
H -4.460 0.185 3.780 0.00
H -0.226 -1.688 -3.880 0.00
H -0.553 -2.619 -2.401 0.00
H -1.883 -1.860 -3.221 0.00
H -2.271 3.553 3.638 0.00
H -3.759 2.571 3.739 0.00
H -2.412 2.228 4.817 0.00
H 2.380 2.230 -3.016 -0.01
H 1.063 3.329 -2.550 0.01
H 2.349 2.952 -1.393 0.00
N 2.642 -5.446 -0.477 0.00
C 2.966 -4.409 -0.105 0.00
C 3.309 -3.082 0.331 0.00
C 4.209 -2.840 1.362 0.00
C 4.463 -1.526 1.714 0.00
C 3.806 -0.512 1.034 0.00
N 2.936 -0.734 0.043 0.00
C 2.710 -1.996 -0.295 0.00
H 4.696 -3.664 1.867 0.00
H 5.166 -1.288 2.500 0.00
H 3.985 0.526 1.292 0.00
H 2.011 -2.180 -1.105 0.00
O -0.294 0.271 4.337 0.01
C 0.608 -0.145 3.675 0.00
O 0.655 -0.056 2.320 0.00
H 1.496 -0.644 4.074 0.00
C -1.793 0.613 -5.252 0.06
C -0.254 0.716 -5.145 0.02
C 0.289 0.864 -3.820 0.82
N 0.222 0.545 -2.585 -0.04
H -2.056 0.802 -6.290 0.00
H -2.285 1.364 -4.636 0.00
H -2.153 -0.374 -4.984 0.00
H 0.104 1.574 -5.728 0.04
H 0.257 -0.150 -5.593 0.01

4.
45
Properties=species:S:1:pos:R:3:mulliken_charge:R:1 method="wB97M-V/def2-TZVPD" total_charge=0 lumo_energy_ha=0.018 orbital_gap_ev=8.87 mol_weight_g_mol=380.3 total_energy_ha=-3552.99906
C 4.978 0.256 -0.528 -1.32
H 5.817 -0.321 -1.183 0.16
O 3.910 0.323 -1.413 -0.45
C 2.695 0.816 -0.916 0.85
C 2.599 1.335 0.178 0.09
C 1.330 2.007 0.786 -0.56
C 0.156 1.915 0.113 0.56
C 0.304 1.403 -1.397 -0.81
C 1.446 0.816 -1.784 -0.74
H 1.600 0.232 -2.645 0.49
H -0.598 1.536 -1.903 0.42
C -1.120 2.826 0.287 -0.81
H -1.677 2.645 -0.568 0.50
H -0.746 3.826 0.769 0.30
C -1.742 2.018 1.426 -0.79
N -2.232 0.641 1.385 0.13
H -2.616 0.172 2.138 0.27
C -3.075 0.518 0.185 -0.41
H -3.702 1.471 0.033 0.27
H -2.454 0.716 -0.676 0.15
C -3.813 -0.780 -0.068 -1.23
O -4.878 -0.820 1.169 -0.57
H -4.346 -0.833 1.938 0.36
H -4.375 -0.752 -0.752 1.30
C -2.810 -1.808 -0.169 -0.45
O -1.771 -1.925 -0.977 -0.20
C -0.516 -2.180 -0.670 0.32
C 0.071 -1.365 0.484 -1.15
C 1.309 -1.735 0.834 -0.36
C 2.250 -2.330 -0.140 -0.68
C 1.669 -2.580 -1.465 -0.36
C 0.272 -2.579 -1.769 -1.21
H -0.111 -2.843 -2.547 0.99
H 2.267 -3.257 -2.193 0.27
H 3.234 -2.494 -0.010 0.72
Br 2.167 -0.917 2.416 -0.16
H -0.535 -0.991 1.071 1.81
H -2.331 -2.009 1.322 0.16
H -3.425 -2.846 -0.045 0.18
H -2.704 2.799 1.936 0.19
H -0.971 1.894 2.568 0.30
H 1.216 2.679 1.925 0.01
H 3.337 1.539 1.006 0.32
H 5.244 1.137 -0.441 0.66
H 4.675 -0.153 0.293 0.49

5.
56
Properties=species:S:1:pos:R:3:mulliken_spin:R:1 method="wB97M-V/def2-TZVPD" total_charge=+3 spin_multiplicity=6 lumo_energy_ha="-0.331 / -0.456" s2=8.835 orbital_gap_ev="6.29 / 3.66" mol_weight_g_mol=807.6 total_energy_ha=-5815.97426
Ir -0.454 1.100 -0.773 2.40
C -6.299 0.011 1.265 0.04
P -4.803 -0.316 2.275 0.00
C -5.423 -0.115 4.001 0.17
C -3.521 0.981 2.249 0.02
O -4.268 -1.696 2.075 0.76
H -7.028 0.716 1.690 0.00
H -6.777 -1.027 1.226 0.00
H -5.989 0.153 0.208 0.00
H -5.746 0.909 4.204 0.01
H -4.686 -0.399 4.739 0.00
H -6.300 -0.770 4.104 0.00
H -3.835 1.897 2.809 0.00
H -3.088 1.144 1.246 0.01
H -2.774 0.399 2.882 0.00
N 5.817 -3.573 0.271 0.39
C 4.561 -3.111 0.439 0.16
C 3.875 -3.291 1.682 0.14
C 2.591 -2.928 1.809 -0.05
C 1.892 -2.356 0.695 0.27
C 2.538 -2.200 -0.528 -0.09
C 3.896 -2.496 -0.613 0.19
S 0.198 -1.763 0.817 0.00
O -0.486 -2.036 -0.444 0.01
O -0.329 -2.099 2.116 0.03
N 0.134 -0.031 0.740 0.21
C 0.636 0.946 1.469 0.00
S 1.095 1.393 3.136 0.01
C 1.146 3.024 2.636 0.05
C 0.778 3.239 1.342 -0.03
N 0.399 2.034 0.725 0.13
H 6.394 -3.893 1.057 -0.01
H 6.342 -3.333 -0.542 -0.01
H 4.298 -3.769 2.543 -0.01
H 2.113 -3.015 2.752 0.00
H 1.946 -2.085 -1.377 -0.01
H 4.401 -2.380 -1.594 0.00
H 1.451 3.822 3.327 0.00
H 0.867 4.152 0.773 0.00
Cl 6.120 2.176 -1.616 0.00
C 7.450 1.204 -2.392 0.00
Cl 9.195 1.531 -1.970 0.00
H 7.406 1.331 -3.427 0.00
H 7.161 0.190 -2.104 0.00
Se -4.127 3.458 -2.556 -0.01
N -3.643 2.901 -4.187 0.07
C -2.571 2.089 -4.107 -0.01
C -1.920 1.409 -5.116 0.11
C -0.996 0.452 -4.760 -0.04
C -0.707 0.141 -3.427 0.11
N -1.196 0.953 -2.481 -0.02
C -2.210 1.904 -2.728 -0.01
N -2.976 2.332 -1.719 -0.01
H -2.190 1.539 -6.170 0.00
H -0.391 -0.205 -5.444 0.00
H 0.031 -0.644 -3.228 0.00

6.
50
Properties=species:S:1:pos:R:3:mulliken_charge:R:1 method="wB97M-V/def2-TZVPD" total_charge=0 smiles="CN(CCCCNC(=O)c1cc2nc(Cl)ccc2o1)C(=O)[C@](C)(O)CC(F)F" lumo_energy_ha=-0.005 orbital_gap_ev=9.11 mol_weight_g_mol=417.8 total_energy_ha=-1824.29930
C 2.266 -2.610 -0.822 -1.16
N 2.154 -1.418 0.010 0.37
C 1.384 -0.309 -0.545 -0.61
C 2.203 0.500 -1.547 -0.50
C 1.524 1.750 -2.128 -0.72
C 0.510 2.453 -1.227 -1.12
N -0.751 1.737 -1.105 -0.05
C -1.668 1.759 -2.101 0.07
O -1.529 2.375 -3.138 -0.63
C -2.876 0.925 -1.836 0.75
C -3.091 -0.119 -1.002 -0.25
C -4.447 -0.527 -1.244 0.00
N -5.180 -1.507 -0.700 -0.61
C -6.400 -1.602 -1.160 0.24
Cl -7.394 -2.861 -0.484 -0.19
C -6.974 -0.782 -2.147 -0.33
C -6.218 0.227 -2.708 -0.89
C -4.926 0.333 -2.227 0.53
O -3.970 1.220 -2.594 -0.45
C 2.648 -1.532 1.264 -0.02
O 3.125 -2.590 1.653 -0.70
C 2.572 -0.350 2.259 1.55
C 1.211 -0.428 2.962 -1.65
O 2.708 0.886 1.558 -0.44
C 3.734 -0.519 3.245 -1.13
C 3.650 0.355 4.465 0.32
F 4.797 0.253 5.186 -0.29
F 3.535 1.690 4.106 -0.31
H 3.285 -2.989 -0.809 0.34
H 1.609 -3.404 -0.460 0.32
H 1.989 -2.350 -1.841 0.44
H 0.494 -0.737 -1.018 0.64
H 1.054 0.331 0.264 -0.16
H 3.106 0.801 -1.011 0.30
H 2.527 -0.149 -2.363 0.31
H 2.295 2.473 -2.399 0.41
H 1.002 1.505 -3.056 0.41
H 0.909 2.593 -0.221 0.46
H 0.295 3.439 -1.641 0.50
H -1.005 1.318 -0.228 0.27
H -2.387 -0.573 -0.325 0.64
H -7.995 -0.955 -2.451 0.41
H -6.610 0.885 -3.471 0.47
H 1.135 -1.347 3.544 0.38
H 1.070 0.429 3.622 0.46
H 0.402 -0.423 2.231 0.19
H 2.963 1.557 2.203 0.38
H 3.776 -1.556 3.574 0.37
H 4.671 -0.296 2.730 0.38
H 2.815 0.141 5.132 0.30